# C6H16N2O

A 2-piece molecular cluster, C6H16N2O overall in a non-equilibrium geometry (the ωB97M-V functional and the def2-TZVPD basis, the OMol25 dataset).

Output
Orbital gap in eV: 8.873
Spin multiplicity: 1
Relative energy (zero: lowest compared OMol25 entry of this formula, charge and spin) in kcal/mol: 40.10
HOMO level in eV: -8.320
SMILES: CNC[C@H]1CCCN1.O
F_max in Eh/bohr: 0.0313
Charge: 0
E_LUMO in eV: 0.55

Last column: Mulliken charge in e.
Cartesian coordinates (Å):
C -3.098 -1.237 -0.284  -0.76
N -2.386 -0.390 -1.218  -0.34
C -0.969 -0.697 -1.386  -1.04
C -0.033 0.173 -0.503  0.48
C 0.246 -0.489 0.859  -0.55
C 1.726 -0.969 0.755  -0.53
C 2.281 -0.363 -0.521  -0.72
N 1.229 0.509 -1.078  -0.44
H -2.634 -1.389 0.699  0.23
H -3.291 -2.202 -0.743  0.27
H -4.083 -0.812 -0.053  0.36
H -2.497 0.577 -0.939  0.27
H -0.823 -1.758 -1.181  0.31
H -0.689 -0.544 -2.431  0.32
H -0.640 1.061 -0.297  0.26
H 0.214 0.206 1.686  0.09
H -0.434 -1.301 1.074  0.31
H 2.271 -0.622 1.621  0.29
H 1.764 -2.060 0.764  0.28
H 3.254 0.135 -0.484  0.39
H 2.466 -1.130 -1.281  0.23
H 1.479 1.480 -1.143  0.28
O 1.143 2.851 2.679  -0.64
H 0.299 2.398 2.530  0.33
H 1.036 3.667 2.151  0.32

# C6H16N2O

A single C6H16N2O molecule in a non-equilibrium geometry (the ωB97M-V functional and the def2-TZVPD basis, the OMol25 dataset).

Output
Orbital gap in eV: 9.983
Spin multiplicity: 1
Relative energy (zero: lowest compared OMol25 entry of this formula, charge and spin) in kcal/mol: 30.61
HOMO level in eV: -9.108
SMILES: C[C@@H](N)C[C@@](C)(N)CO
F_max in Eh/bohr: 0.0316
Charge: 0
E_LUMO in eV: 0.88

Last column: Mulliken charge in e.
Cartesian coordinates (Å):
C 2.332 1.021 0.991  -1.56
C 0.821 0.896 1.201  0.18
N 0.179 2.122 0.739  -0.57
C 0.263 -0.496 0.617  -1.57
C -0.695 -0.490 -0.577  1.89
C -2.019 0.238 -0.312  -1.73
N -0.029 0.064 -1.752  -0.68
C -1.070 -2.064 -0.866  -1.10
O 0.073 -2.883 -1.107  -0.52
H 2.860 0.145 1.383  0.38
H 2.732 1.902 1.508  0.42
H 2.580 1.128 -0.071  0.34
H 0.652 0.831 2.284  0.31
H 0.626 2.449 -0.117  0.23
H 0.333 2.855 1.431  0.28
H 1.141 -1.106 0.375  0.52
H -0.235 -0.987 1.463  0.35
H -2.503 -0.146 0.592  0.36
H -2.716 0.100 -1.148  0.41
H -1.909 1.318 -0.195  0.36
H -0.149 1.074 -1.768  0.28
H -0.438 -0.321 -2.602  0.30
H -1.692 -2.119 -1.766  0.43
H -1.649 -2.502 -0.045  0.36
H 0.512 -3.032 -0.257  0.34

# C6H16N2O

A 2-piece molecular cluster, C6H16N2O overall in a non-equilibrium geometry (the ωB97M-V functional and the def2-TZVPD basis, the OMol25 dataset).

Output
Orbital gap (alpha / beta) in eV: 9.839 / 4.602
Spin multiplicity: 2
Relative energy (zero: lowest compared OMol25 entry of this formula, charge and spin) in kcal/mol: 26.71
HOMO level (alpha / beta) in eV: -13.179 / -13.172
F_max in Eh/bohr: 0.0547
Charge: +1
E_LUMO (alpha / beta) in eV: -3.34 / -8.57

Last column: Mulliken charge in e.
Cartesian coordinates (Å):
C 0.622 -0.420 1.267  -0.67
N 0.651 -1.794 0.615  -0.28
C -0.634 -2.420 0.575  -0.43
N -1.616 -1.515 -0.037  -0.05
C 1.327 0.557 0.363  -0.36
C 1.167 2.026 0.730  -0.69
C 0.025 2.597 -0.049  -0.15
C -1.226 2.078 -0.173  -0.84
H 1.157 -0.629 2.190  0.28
H -0.421 -0.207 1.490  0.45
H 0.963 -1.743 -0.338  0.29
H -1.002 -2.789 1.546  0.33
H -0.675 -3.321 -0.101  0.37
H -1.539 -0.487 -0.040  0.10
H -2.554 -1.907 -0.043  0.29
H 2.434 0.394 0.388  0.33
H 1.286 0.350 -0.726  0.30
H 0.974 2.157 1.786  0.28
H 2.173 2.576 0.518  0.34
H 0.388 3.438 -0.618  0.36
H -1.553 1.385 0.591  0.48
H -1.902 2.417 -0.914  0.29
H -0.618 -0.469 -2.704  0.28
H 0.527 -1.513 -2.985  0.31
O 0.045 -0.761 -3.331  -0.60

# C6H16N3P2

An isolated ion of composition C6H16N3P2 and charge +1 in a non-equilibrium geometry (the ωB97M-V functional and the def2-TZVPD basis, the OMol25 dataset).

Output
Orbital gap in eV: 10.097
Spin multiplicity: 1
Relative energy (zero: lowest compared OMol25 entry of this formula, charge and spin) in kcal/mol: 26.27
HOMO level in eV: -12.608
SMILES: C=C=[N+]=P(C)(C)N=P(C)(C)N
F_max in Eh/bohr: 0.0751
Charge: +1
E_LUMO in eV: -2.51

Last column: Mulliken charge in e.
Cartesian coordinates (Å):
C -1.177 2.966 -0.425  -0.91
C -1.478 1.809 0.025  0.73
N -2.011 0.771 0.414  -0.48
P -1.330 -0.794 0.169  0.82
C -2.085 -1.487 -1.294  -1.04
C -1.960 -1.860 1.565  -1.12
N 0.309 -0.954 0.113  -0.43
P 1.527 0.126 0.032  0.79
C 1.598 1.455 1.353  -1.12
C 2.846 -1.078 -0.069  -1.14
N 1.367 0.934 -1.469  -0.51
H -0.564 3.811 -0.016  0.31
H -1.498 3.041 -1.574  0.20
H -3.130 -1.765 -1.310  0.36
H -1.855 -0.919 -2.231  0.32
H -1.396 -2.375 -1.299  0.36
H -2.973 -1.525 1.911  0.37
H -1.899 -2.844 1.127  0.34
H -1.313 -1.819 2.399  0.37
H 0.878 1.237 2.100  0.41
H 2.582 1.511 1.793  0.42
H 1.341 2.470 0.972  0.29
H 3.465 -0.870 -0.878  0.39
H 3.437 -1.317 0.843  0.35
H 2.278 -1.996 -0.263  0.37
H 0.917 0.096 -1.913  0.24
H 2.127 1.379 -2.074  0.29

# C6H16N4O2

A 2-piece molecular cluster, C6H16N4O2 overall in a non-equilibrium geometry (the ωB97M-V functional and the def2-TZVPD basis, the OMol25 dataset).

Output
Orbital gap in eV: 9.045
Spin multiplicity: 1
Relative energy (zero: lowest compared OMol25 entry of this formula, charge and spin) in kcal/mol: 78.61
HOMO level in eV: -8.678
SMILES: C=C/N=[N+](\[O-])O.CCNCCN
F_max in Eh/bohr: 0.0981
Charge: 0
E_LUMO in eV: 0.37

Last column: Mulliken charge in e.
Cartesian coordinates (Å):
C 1.858 -2.156 -1.540  -0.87
C 2.381 -0.948 -1.269  0.03
N 1.570 -0.217 -0.445  -0.21
N 2.024 0.831 0.144  0.92
O 3.131 1.302 0.159  -0.69
O 1.100 1.518 0.859  -0.48
H 2.387 -2.754 -2.151  0.35
H 0.906 -2.397 -1.108  0.17
H 3.382 -0.491 -1.726  0.24
H 0.136 1.175 0.695  0.30
C -0.911 2.145 -1.600  -1.25
C -1.181 0.786 -1.000  -0.25
N -1.422 0.843 0.422  -0.33
C -1.895 -0.421 1.091  -0.54
C -0.965 -0.772 2.364  -0.76
N 0.247 -1.511 1.863  -0.64
H -0.138 2.639 -0.865  0.24
H -0.289 1.828 -2.464  0.33
H -1.827 2.680 -1.685  0.44
H -0.335 0.155 -1.026  0.14
H -1.953 0.372 -1.601  0.57
H -1.925 1.565 0.866  0.21
H -2.945 -0.264 1.427  0.38
H -1.888 -1.172 0.261  0.30
H -0.706 0.218 2.659  0.37
H -1.513 -1.458 2.981  0.42
H -0.020 -2.467 1.517  0.27
H 0.791 -1.029 1.173  0.34

Please write out number 2 again, unchanged.
# C6H16N2O

A single C6H16N2O molecule in a non-equilibrium geometry (the ωB97M-V functional and the def2-TZVPD basis, the OMol25 dataset).

Output
Orbital gap in eV: 9.983
Spin multiplicity: 1
Relative energy (zero: lowest compared OMol25 entry of this formula, charge and spin) in kcal/mol: 30.61
HOMO level in eV: -9.108
SMILES: C[C@@H](N)C[C@@](C)(N)CO
F_max in Eh/bohr: 0.0316
Charge: 0
E_LUMO in eV: 0.88

Last column: Mulliken charge in e.
Cartesian coordinates (Å):
C 2.332 1.021 0.991  -1.56
C 0.821 0.896 1.201  0.18
N 0.179 2.122 0.739  -0.57
C 0.263 -0.496 0.617  -1.57
C -0.695 -0.490 -0.577  1.89
C -2.019 0.238 -0.312  -1.73
N -0.029 0.064 -1.752  -0.68
C -1.070 -2.064 -0.866  -1.10
O 0.073 -2.883 -1.107  -0.52
H 2.860 0.145 1.383  0.38
H 2.732 1.902 1.508  0.42
H 2.580 1.128 -0.071  0.34
H 0.652 0.831 2.284  0.31
H 0.626 2.449 -0.117  0.23
H 0.333 2.855 1.431  0.28
H 1.141 -1.106 0.375  0.52
H -0.235 -0.987 1.463  0.35
H -2.503 -0.146 0.592  0.36
H -2.716 0.100 -1.148  0.41
H -1.909 1.318 -0.195  0.36
H -0.149 1.074 -1.768  0.28
H -0.438 -0.321 -2.602  0.30
H -1.692 -2.119 -1.766  0.43
H -1.649 -2.502 -0.045  0.36
H 0.512 -3.032 -0.257  0.34